C29H23B2CsF9N7O5 | ωB97M-V/def2-TZVPD

Computed properties:
Relative energy (zero: lowest compared OMol25 entry of this formula, charge and spin), eV: 0.691
Net charge: 0
HOMO level (alpha / beta), eV: -8.678 / -8.669

Each line ends with the Mulliken charge.
Positions of all 76 atoms, in Å:
Cs1 0.879 0.678 -1.249  1.754
C1 -4.910 0.335 0.454  -1.773
C2 -3.511 -0.073 0.101  0.723
N1 -2.541 0.709 -0.168  -0.362
O1 -2.869 2.023 0.014  -0.204
B1 -1.762 2.971 -0.085  0.268
F1 -2.250 4.187 0.358  -0.329
F2 -1.271 3.061 -1.409  -0.212
O2 -0.558 2.645 0.776  -0.168
N2 -0.409 1.483 1.478  -0.180
C3 -1.150 1.322 2.499  0.496
C4 -2.123 2.286 3.087  -1.606
C5 -0.939 -0.001 3.174  0.350
N3 -0.945 -1.034 2.429  0.406
O3 -0.788 -2.236 2.942  -0.518
B2 -0.609 -3.292 1.889  0.456
F3 -0.784 -4.507 2.476  -0.338
F4 0.583 -3.143 1.234  -0.057
O4 -1.773 -3.097 0.902  -0.397
N4 -2.123 -1.853 0.730  0.661
C6 -3.195 -1.517 0.130  0.336
C7 -4.149 -2.522 -0.439  -1.542
C8 -0.677 -0.085 4.646  -1.585
H1 -4.989 1.418 0.457  0.398
H2 -5.186 -0.054 1.437  0.347
H3 -5.622 -0.068 -0.266  0.449
H4 -1.970 3.281 2.673  0.288
H5 -2.017 2.319 4.171  0.576
H6 -3.143 1.980 2.856  0.179
H7 -3.810 -3.535 -0.239  0.368
H8 -4.242 -2.376 -1.516  0.282
H9 -5.136 -2.381 -0.001  0.408
H10 -1.373 0.552 5.191  0.384
H11 0.334 0.272 4.855  0.279
H12 -0.769 -1.110 4.994  0.438
C9 4.031 0.971 2.551  -1.062
C10 5.085 0.114 2.286  -0.488
C11 4.922 -0.884 1.341  -0.962
C12 3.705 -1.003 0.676  0.591
N5 2.697 -0.167 0.927  0.465
C13 2.857 0.789 1.839  -0.164
C14 3.438 -2.099 -0.332  0.651
C15 4.357 -3.122 -0.543  -1.149
C16 4.044 -4.123 -1.442  -0.812
C17 2.815 -4.100 -2.075  -1.084
C18 1.940 -3.056 -1.795  0.699
N6 2.268 -2.061 -0.969  0.574
C19 0.554 -3.025 -2.388  0.324
C20 0.026 -4.108 -3.084  -0.871
C21 -1.256 -4.024 -3.599  -0.601
C22 -1.993 -2.869 -3.395  -0.885
C23 -1.402 -1.852 -2.664  -0.502
N7 -0.165 -1.922 -2.179  0.492
H13 4.114 1.760 3.285  0.471
H14 6.027 0.217 2.809  0.410
H15 5.745 -1.552 1.130  0.335
H16 1.991 1.426 2.001  0.341
H17 5.297 -3.155 -0.014  0.308
H18 4.744 -4.925 -1.635  0.428
H19 2.554 -4.884 -2.769  0.346
H20 0.590 -5.019 -3.217  0.318
H21 -1.676 -4.857 -4.148  0.423
H22 -2.996 -2.762 -3.784  0.533
H23 -1.944 -0.935 -2.432  0.480
F5 -0.013 7.365 -1.400  -0.297
C24 0.409 6.185 -1.801  0.518
C25 1.438 5.551 -1.090  0.340
F6 1.947 6.161 -0.028  -0.330
C26 1.881 4.328 -1.495  0.532
F7 2.812 3.690 -0.798  -0.339
C27 1.308 3.648 -2.643  0.238
O5 1.661 2.508 -2.969  -0.845
C28 0.257 4.364 -3.336  0.259
F8 -0.312 3.775 -4.366  -0.340
C29 -0.172 5.592 -2.922  0.388
F9 -1.151 6.229 -3.553  -0.306

***

C29H23Br2IN4O3Ru | ωB97M-V/def2-TZVPD

Computed properties:
Relative energy (zero: lowest compared OMol25 entry of this formula, charge and spin), eV: 0.502
Net charge: +2
Spin multiplicity: 5
HOMO level (alpha / beta), eV: -13.598 / -13.722

Each line ends with the Mulliken charge.
Positions of all 63 atoms, in Å:
Ru1 0.444 0.766 -0.534  0.624
C1 3.926 -0.773 1.978  -1.138
C2 2.751 -0.257 2.754  0.772
N1 2.697 -0.461 4.051  -0.600
C3 1.640 -0.014 4.758  -1.044
C4 0.588 0.664 4.200  0.625
C5 -0.566 1.129 5.055  -1.036
O1 -1.838 0.754 4.520  -0.417
C6 0.626 0.883 2.805  0.536
C7 -0.471 1.586 2.199  -0.669
N2 -0.858 1.551 0.962  0.257
C8 -2.122 2.176 0.678  -0.194
C9 -3.112 2.292 1.657  -0.089
C10 -4.317 2.914 1.378  -0.987
C11 -4.584 3.414 0.111  -0.559
C12 -3.642 3.259 -0.893  -0.791
C13 -2.446 2.637 -0.584  0.679
I1 -1.086 2.324 -2.144  0.265
C14 1.716 0.431 2.079  -0.061
O2 1.889 0.668 0.776  -1.104
H1 4.685 -1.129 2.669  0.405
H2 4.346 0.001 1.337  0.343
H3 3.620 -1.606 1.338  0.217
H4 1.658 -0.225 5.821  0.393
H5 -0.567 2.217 5.132  0.332
H6 -0.438 0.743 6.065  0.480
H7 -2.084 -0.112 4.862  0.280
H8 -1.060 2.191 2.875  1.276
H9 -2.953 1.862 2.639  0.531
H10 -5.059 2.995 2.161  0.444
H11 -5.526 3.899 -0.107  0.411
H12 -3.842 3.610 -1.897  0.414
C15 0.519 -0.356 -4.246  -1.194
C16 -0.342 -1.284 -3.439  0.646
C17 -1.058 -2.292 -4.109  -1.115
C18 -1.781 -3.212 -3.404  -0.938
C19 -1.781 -3.147 -2.001  0.961
C20 -2.457 -4.088 -1.147  0.064
Br1 -3.438 -5.478 -1.885  -0.080
C21 -2.386 -4.006 0.237  -0.451
C22 -1.658 -3.002 0.831  -0.315
Br2 -1.519 -2.901 2.682  -0.058
C23 -0.975 -2.003 0.047  0.369
O3 -0.321 -1.089 0.579  0.328
C24 -1.060 -2.108 -1.413  -0.493
N3 -0.372 -1.184 -2.112  0.929
H13 0.134 -0.260 -5.260  0.513
H14 1.533 -0.758 -4.315  0.216
H15 0.590 0.631 -3.803  0.012
H16 -1.019 -2.336 -5.189  0.515
H17 -2.329 -3.993 -3.913  0.402
H18 -2.896 -4.739 0.847  0.487
C25 4.528 0.600 -3.108  -0.268
C26 3.798 1.778 -3.076  -0.952
C27 2.602 1.804 -2.390  -0.588
N4 2.126 0.721 -1.753  1.189
C28 2.847 -0.413 -1.759  -0.073
C29 4.042 -0.513 -2.437  -1.145
H19 5.469 0.552 -3.641  0.472
H20 4.148 2.673 -3.571  0.468
H21 2.013 2.708 -2.334  0.449
H22 2.442 -1.246 -1.202  0.536
H23 4.588 -1.446 -2.423  0.523

***

C29H23Cl3CrIN3O8 | ωB97M-V/def2-TZVPD

Computed properties:
Relative energy (zero: lowest compared OMol25 entry of this formula, charge and spin), eV: 0.390
Net charge: -2
Spin multiplicity: 5
HOMO level (alpha / beta), eV: 0.744 / -1.615

Each line ends with the Mulliken charge.
Positions of all 68 atoms, in Å:
Cr1 -0.918 1.256 -0.891  0.186
O1 -3.698 -1.121 -1.564  -0.631
C1 -4.375 -0.036 -1.076  -0.528
C2 -3.844 0.484 0.339  -1.308
N1 -2.759 1.486 0.244  0.888
C3 -3.313 2.732 -0.275  -0.864
C4 -2.632 3.235 -1.617  0.691
O2 -2.768 4.380 -1.978  -0.760
O3 -1.974 2.286 -2.193  -0.186
C5 -2.231 1.560 1.684  -1.024
C6 -0.816 0.846 1.891  0.335
O4 -0.381 0.654 3.030  -0.746
O5 -0.256 0.358 0.817  -0.095
H1 -2.711 -1.042 -1.780  0.446
H2 -5.414 -0.404 -0.873  0.319
H3 -4.482 0.755 -1.815  0.280
H4 -3.536 -0.356 0.943  0.598
H5 -4.672 0.903 0.897  0.556
H6 -3.269 3.460 0.545  0.275
H7 -4.369 2.537 -0.532  0.564
H8 -2.882 1.043 2.343  0.700
H9 -2.073 2.590 2.119  0.256
Cl1 3.871 5.999 -2.323  -0.338
C7 2.616 5.114 -1.620  0.548
C8 1.941 5.678 -0.567  -0.929
C9 0.840 5.022 0.020  -0.347
I1 -0.088 5.946 1.673  -0.175
C10 0.443 3.693 -0.316  -0.125
O6 -0.609 3.057 0.081  -0.094
C11 1.282 3.070 -1.386  0.533
N2 0.910 1.831 -1.823  0.570
C12 1.708 1.169 -2.726  -0.746
C13 2.729 1.812 -3.413  -0.907
C14 3.055 3.112 -3.090  -0.893
C15 2.291 3.762 -2.118  0.362
H10 2.182 6.672 -0.295  0.368
H11 1.382 0.184 -2.995  0.577
H12 3.113 1.253 -4.309  0.251
H13 3.767 3.620 -3.674  0.383
Cl2 3.819 -0.775 0.484  -0.193
C16 3.090 -1.269 1.962  0.368
C17 3.594 -0.772 3.150  -0.492
C18 3.016 -1.029 4.372  -0.597
C19 1.982 -1.919 4.388  -0.610
C20 1.542 -2.567 3.222  1.113
Cl3 0.063 -3.529 3.292  -0.217
C21 2.034 -2.251 1.954  -0.672
N3 1.445 -2.659 0.821  0.371
C22 0.918 -3.861 0.433  0.044
C23 1.488 -5.028 0.889  0.252
C24 1.186 -6.262 0.287  -0.754
C25 0.090 -6.361 -0.616  -0.490
C26 -0.619 -5.218 -0.944  -0.962
C27 -0.130 -3.948 -0.499  0.360
C28 -0.915 -2.742 -0.999  -0.830
C29 -0.222 -1.472 -1.466  1.014
O7 1.009 -1.308 -1.533  -0.764
O8 -1.097 -0.584 -1.885  -1.078
H14 4.446 -0.154 3.031  0.421
H15 3.272 -0.457 5.239  0.364
H16 1.468 -2.165 5.264  0.459
H17 1.420 -1.933 0.088  -0.342
H18 2.193 -4.930 1.758  0.263
H19 1.699 -7.192 0.570  0.329
H20 -0.206 -7.303 -1.081  0.345
H21 -1.491 -5.286 -1.507  0.506
H22 -1.625 -2.518 -0.227  0.278
H23 -1.526 -3.107 -1.822  0.526

***

What did the third record say?
C29H23Cl3CrIN3O8 | ωB97M-V/def2-TZVPD

Computed properties:
Relative energy (zero: lowest compared OMol25 entry of this formula, charge and spin), eV: 0.390
Net charge: -2
Spin multiplicity: 5
HOMO level (alpha / beta), eV: 0.744 / -1.615

Each line ends with the Mulliken charge.
Positions of all 68 atoms, in Å:
Cr1 -0.918 1.256 -0.891  0.186
O1 -3.698 -1.121 -1.564  -0.631
C1 -4.375 -0.036 -1.076  -0.528
C2 -3.844 0.484 0.339  -1.308
N1 -2.759 1.486 0.244  0.888
C3 -3.313 2.732 -0.275  -0.864
C4 -2.632 3.235 -1.617  0.691
O2 -2.768 4.380 -1.978  -0.760
O3 -1.974 2.286 -2.193  -0.186
C5 -2.231 1.560 1.684  -1.024
C6 -0.816 0.846 1.891  0.335
O4 -0.381 0.654 3.030  -0.746
O5 -0.256 0.358 0.817  -0.095
H1 -2.711 -1.042 -1.780  0.446
H2 -5.414 -0.404 -0.873  0.319
H3 -4.482 0.755 -1.815  0.280
H4 -3.536 -0.356 0.943  0.598
H5 -4.672 0.903 0.897  0.556
H6 -3.269 3.460 0.545  0.275
H7 -4.369 2.537 -0.532  0.564
H8 -2.882 1.043 2.343  0.700
H9 -2.073 2.590 2.119  0.256
Cl1 3.871 5.999 -2.323  -0.338
C7 2.616 5.114 -1.620  0.548
C8 1.941 5.678 -0.567  -0.929
C9 0.840 5.022 0.020  -0.347
I1 -0.088 5.946 1.673  -0.175
C10 0.443 3.693 -0.316  -0.125
O6 -0.609 3.057 0.081  -0.094
C11 1.282 3.070 -1.386  0.533
N2 0.910 1.831 -1.823  0.570
C12 1.708 1.169 -2.726  -0.746
C13 2.729 1.812 -3.413  -0.907
C14 3.055 3.112 -3.090  -0.893
C15 2.291 3.762 -2.118  0.362
H10 2.182 6.672 -0.295  0.368
H11 1.382 0.184 -2.995  0.577
H12 3.113 1.253 -4.309  0.251
H13 3.767 3.620 -3.674  0.383
Cl2 3.819 -0.775 0.484  -0.193
C16 3.090 -1.269 1.962  0.368
C17 3.594 -0.772 3.150  -0.492
C18 3.016 -1.029 4.372  -0.597
C19 1.982 -1.919 4.388  -0.610
C20 1.542 -2.567 3.222  1.113
Cl3 0.063 -3.529 3.292  -0.217
C21 2.034 -2.251 1.954  -0.672
N3 1.445 -2.659 0.821  0.371
C22 0.918 -3.861 0.433  0.044
C23 1.488 -5.028 0.889  0.252
C24 1.186 -6.262 0.287  -0.754
C25 0.090 -6.361 -0.616  -0.490
C26 -0.619 -5.218 -0.944  -0.962
C27 -0.130 -3.948 -0.499  0.360
C28 -0.915 -2.742 -0.999  -0.830
C29 -0.222 -1.472 -1.466  1.014
O7 1.009 -1.308 -1.533  -0.764
O8 -1.097 -0.584 -1.885  -1.078
H14 4.446 -0.154 3.031  0.421
H15 3.272 -0.457 5.239  0.364
H16 1.468 -2.165 5.264  0.459
H17 1.420 -1.933 0.088  -0.342
H18 2.193 -4.930 1.758  0.263
H19 1.699 -7.192 0.570  0.329
H20 -0.206 -7.303 -1.081  0.345
H21 -1.491 -5.286 -1.507  0.506
H22 -1.625 -2.518 -0.227  0.278
H23 -1.526 -3.107 -1.822  0.526